Formula: C2H5IN4
Source: the Open Molecules 2025 dataset
Level of theory: the ωB97M-V functional and the def2-TZVPD basis

Summary:
SMILES string: C=N/N=N/N(C)I
Kohn-Sham gap: 0.3252 hartree
LUMO: 0.00438 Ha
Energy above the lowest of the compared OMol25 structures with the same formula, charge and spin: 50.9 kcal per mole

XYZ file:
```
12
C2H5IN4, DFT the ωB97M-V functional and the def2-TZVPD basis
C 0.461 2.862 -0.233
N 0.809 1.659 -0.408
N 0.305 0.534 -0.354
N -0.128 -0.212 -1.197
N -0.287 -1.851 -0.620
C 0.016 -1.841 0.781
I -2.199 -2.384 -1.093
H 1.234 3.612 -0.262
H -0.567 3.167 -0.066
H -0.570 -1.120 1.366
H -0.148 -2.835 1.198
H 1.075 -1.592 0.888
```



Formula: C3H5NO3
Source: the Open Molecules 2025 dataset
Level of theory: the ωB97M-V functional and the def2-TZVPD basis

Summary:
Kohn-Sham gap (spin up / spin down): 0.3046 / 0.2669 hartree
LUMO (spin up / spin down): 0.00914 / 0.00184 Ha
Energy above the lowest of the compared OMol25 structures with the same formula, charge and spin: 176.1 kcal per mole

XYZ file:
```
12
C3H5NO3, DFT the ωB97M-V functional and the def2-TZVPD basis
C -0.803 -1.002 1.564
C 0.037 0.287 -0.738
C -0.150 1.723 -1.096
N 0.276 -1.672 1.416
O -1.796 -0.705 2.110
O 0.328 -0.682 -1.688
O 1.296 -0.318 -0.705
H -1.185 1.856 -1.416
H 0.517 2.059 -1.896
H 0.016 2.328 -0.204
H 0.920 -1.419 0.637
H 0.542 -2.454 2.015
```



Formula: C12H26N8O10PS2SeV
Source: the Open Molecules 2025 dataset
Level of theory: the ωB97M-V functional and the def2-TZVPD basis

Summary:
<S²>: 2.026
Multiplicity: 3
Kohn-Sham gap (spin up / spin down): 0.2653 / 0.2865 hartree
Total charge: +2
LUMO (spin up / spin down): -0.21343 / -0.21350 Ha
Energy above the lowest of the compared OMol25 structures with the same formula, charge and spin: 16.9 kcal per mole

XYZ file:
```
61
C12H26N8O10PS2SeV, DFT the ωB97M-V functional and the def2-TZVPD basis
V -1.112 -0.027 0.295
O -2.531 -0.027 1.101
O -3.754 -0.036 1.745
N 0.557 2.560 -4.238
C -0.379 2.992 -3.145
C -0.937 1.701 -2.511
O -1.601 1.824 -1.481
O -0.611 0.649 -3.138
H 1.538 2.698 -4.002
H 0.367 2.986 -5.142
H 0.366 1.519 -4.246
H -1.188 3.588 -3.558
H 0.152 3.575 -2.398
O 0.546 -0.007 -0.647
Se 1.195 -0.910 -1.874
O 2.353 -0.124 -2.645
O 0.409 -2.049 -2.686
O 2.202 -1.991 -0.813
N -4.865 -1.694 0.239
C -3.975 -2.836 -0.010
P -2.651 -2.222 -1.093
O -1.367 -2.057 -0.290
O -3.204 -1.050 -1.845
C -2.401 -3.474 -2.430
N -2.161 -2.654 -3.659
H -4.230 -0.827 1.010
H -5.743 -1.980 0.661
H -5.047 -1.198 -0.632
H -4.506 -3.658 -0.494
H -3.567 -3.197 0.933
H -3.301 -4.067 -2.580
H -1.545 -4.120 -2.255
H -2.279 -3.175 -4.524
H -1.199 -2.256 -3.597
H -2.792 -1.836 -3.599
S 1.584 -2.598 0.584
C 2.950 -2.231 1.567
N 4.010 -1.597 1.041
C 5.117 -1.358 1.782
C 5.140 -1.765 3.081
C 3.986 -2.399 3.569
N 2.912 -2.625 2.833
H 3.954 -1.332 0.060
H 5.930 -0.846 1.287
H 6.008 -1.607 3.701
H 3.935 -2.731 4.600
C 2.967 3.842 3.524
C 2.200 2.532 3.698
C 0.993 2.435 2.822
N 0.780 1.496 1.976
N -0.424 1.644 1.309
C -1.089 2.722 1.665
N -2.260 3.077 1.135
S -0.275 3.637 2.875
H 3.807 3.883 4.215
H 2.334 4.707 3.727
H 3.352 3.938 2.509
H 1.887 2.424 4.739
H 2.830 1.676 3.454
H -2.605 2.579 0.328
H -2.762 3.879 1.470
```



Formula: C3H9N2
Source: the Open Molecules 2025 dataset
Level of theory: the ωB97M-V functional and the def2-TZVPD basis

Summary:
Kohn-Sham gap: 0.4310 hartree
Total charge: +1
LUMO: -0.12858 Ha
Energy above the lowest of the compared OMol25 structures with the same formula, charge and spin: 79.8 kcal per mole

XYZ file:
```
14
C3H9N2, DFT the ωB97M-V functional and the def2-TZVPD basis
C -1.163 -0.388 -0.279
C 0.293 -0.315 -0.125
C 0.898 1.490 -0.613
N 1.336 -1.083 0.011
N -1.112 -0.347 1.179
H -1.688 0.542 -0.586
H -1.805 -1.190 -0.891
H 0.149 2.208 -0.164
H 0.827 1.196 -1.625
H 1.852 1.632 -0.249
H 1.297 -2.108 -0.087
H 2.171 -0.674 0.372
H -1.796 0.265 1.503
H -1.259 -1.227 1.556
```



Formula: C8H16N4O2S
Source: the Open Molecules 2025 dataset
Level of theory: the ωB97M-V functional and the def2-TZVPD basis

Summary:
Kohn-Sham gap (spin up / spin down): 0.2854 / 0.2855 hartree
LUMO (spin up / spin down): 0.02134 / 0.02136 Ha
Energy above the lowest of the compared OMol25 structures with the same formula, charge and spin: 84.7 kcal per mole

XYZ file:
```
31
C8H16N4O2S, DFT the ωB97M-V functional and the def2-TZVPD basis
C -0.175 -0.404 -0.751
C 0.901 0.595 0.858
C 4.407 0.370 -1.978
C -2.236 -2.155 0.935
C -3.084 -0.579 2.617
C -3.208 0.122 0.117
C 3.183 1.290 -2.273
C -2.497 -0.640 1.226
N 0.931 0.059 -1.282
N 1.616 0.550 -0.270
N -0.289 -0.021 0.580
N -1.142 -0.131 1.500
O 3.589 2.247 0.226
O 1.629 2.872 -1.061
S 2.600 1.918 -0.734
H -0.869 -0.917 -1.279
H 1.385 0.603 1.821
H 5.015 0.760 -1.255
H 4.035 -0.750 -1.762
H 5.197 0.197 -2.816
H -1.288 -2.614 1.369
H -3.093 -2.825 1.382
H -2.228 -2.397 -0.016
H -3.636 0.345 2.874
H -2.324 -0.975 3.372
H -3.917 -1.239 2.628
H -2.941 1.080 0.149
H -3.178 -0.239 -0.839
H -4.231 0.000 0.313
H 2.314 0.863 -2.684
H 3.536 2.016 -2.966
```



Formula: C41H32N4O3
Source: the Open Molecules 2025 dataset
Level of theory: the ωB97M-V functional and the def2-TZVPD basis

Summary:
Kohn-Sham gap: 0.2344 hartree
LUMO: -0.04382 Ha

XYZ file:
```
80
C41H32N4O3, DFT the ωB97M-V functional and the def2-TZVPD basis
C 3.059 6.439 0.918
C 2.281 6.988 1.952
C 0.932 6.669 2.053
C 0.351 5.799 1.118
N -1.038 5.479 1.234
C -1.953 6.182 0.401
C -2.184 5.722 -0.903
C -3.020 6.442 -1.747
C -3.648 7.612 -1.301
C -3.411 8.067 0.010
C -2.556 7.363 0.850
C -1.406 4.294 1.922
C -2.119 4.389 3.121
C -2.329 3.265 3.888
C -1.974 1.978 3.426
C -2.318 0.792 4.198
C -2.573 -0.485 3.535
C -2.451 -1.682 4.267
C -2.672 -2.915 3.713
C -3.126 -3.010 2.388
N -3.258 -4.262 1.806
C -3.972 -4.495 0.593
C -3.257 -4.674 -0.597
C -3.953 -4.950 -1.770
C -5.343 -5.106 -1.750
C -6.040 -4.972 -0.541
C -5.366 -4.642 0.630
C -2.504 -5.351 2.345
C -3.141 -6.339 3.114
C -2.384 -7.359 3.691
C -1.005 -7.445 3.433
C -0.385 -6.488 2.613
C -1.130 -5.437 2.078
C -3.368 -1.835 1.653
C -3.058 -0.599 2.196
C -1.251 1.897 2.193
C -0.961 3.049 1.468
C 1.111 5.264 0.076
C 2.466 5.577 -0.016
H 4.124 6.682 0.846
H 2.731 7.666 2.679
H 0.293 7.079 2.839
H -1.682 4.808 -1.229
H -3.192 6.086 -2.767
H -4.320 8.169 -1.961
H -3.900 8.971 0.369
H -2.334 7.703 1.867
H -2.489 5.362 3.431
H -2.839 3.356 4.846
H -2.893 0.959 5.167
H -2.127 -1.669 5.310
H -2.513 -3.820 4.292
H -2.169 -4.586 -0.581
H -3.404 -5.044 -2.705
H -5.884 -5.331 -2.674
H -7.116 -5.116 -0.507
H -5.881 -4.523 1.587
H -4.220 -6.266 3.276
H -2.869 -8.092 4.341
H -0.412 -8.256 3.875
H 0.685 -6.558 2.392
H -0.665 -4.669 1.454
H -3.781 -1.875 0.649
H -3.216 0.324 1.637
H -0.962 0.914 1.804
H -0.443 2.977 0.513
H 0.624 4.605 -0.646
H 3.064 5.146 -0.822
C -1.191 0.672 6.107
C -0.910 1.990 6.641
O -0.709 3.012 5.943
N -0.836 2.149 8.034
C -0.956 1.158 9.011
O -0.876 1.344 10.219
N -1.166 -0.097 8.436
C -1.178 -0.408 7.077
O -1.163 -1.615 6.818
H -0.578 0.425 5.221
H -0.634 3.089 8.395
H -1.217 -0.893 9.085
```



Formula: C3H3Br3S
Source: the Open Molecules 2025 dataset
Level of theory: the ωB97M-V functional and the def2-TZVPD basis

Summary:
Kohn-Sham gap (spin up / spin down): 0.2229 / 0.2230 hartree
LUMO (spin up / spin down): -0.04092 / -0.04091 Ha
Energy above the lowest of the compared OMol25 structures with the same formula, charge and spin: 75.5 kcal per mole

XYZ file:
```
10
C3H3Br3S, DFT the ωB97M-V functional and the def2-TZVPD basis
C -0.932 0.682 -0.568
C -1.295 0.747 0.811
C 1.349 -0.982 -0.328
S -0.549 0.861 -2.038
Br 2.083 -0.212 -1.900
Br 2.408 -0.732 1.251
Br 0.951 -2.894 -0.610
H -1.076 1.896 1.065
H -0.579 0.058 1.377
H -2.360 0.576 0.940
```



Formula: C24H20N7SV
Source: the Open Molecules 2025 dataset
Level of theory: the ωB97M-V functional and the def2-TZVPD basis

Summary:
<S²>: 2.134
Multiplicity: 3
Kohn-Sham gap (spin up / spin down): 0.2212 / 0.2344 hartree
Total charge: +2
LUMO (spin up / spin down): -0.27941 / -0.27279 Ha
Energy above the lowest of the compared OMol25 structures with the same formula, charge and spin: 50.5 kcal per mole

XYZ file:
```
53
C24H20N7SV, DFT the ωB97M-V functional and the def2-TZVPD basis
V -0.029 -0.477 -1.587
S 1.718 -1.839 -2.006
C 2.154 -1.394 -0.353
N 3.451 -1.615 -0.022
N 3.987 -1.219 1.052
C 3.606 -0.265 2.070
C 3.923 -0.608 3.372
C 3.655 0.308 4.384
C 3.107 1.540 4.071
C 2.832 1.875 2.746
C 3.077 0.972 1.730
N 1.299 -1.055 0.607
N 0.034 -0.973 0.259
C -0.910 -1.025 1.333
C -0.513 -1.217 2.649
C -1.489 -1.257 3.632
C -2.833 -1.111 3.308
C -3.214 -0.919 1.988
C -2.249 -0.875 0.992
H 4.920 -1.604 1.170
H 4.362 -1.571 3.601
H 3.889 0.053 5.408
H 2.910 2.256 4.857
H 2.444 2.856 2.511
H 2.894 1.232 0.696
H 0.531 -1.337 2.898
H -1.200 -1.411 4.662
H -3.583 -1.151 4.085
H -4.258 -0.809 1.730
H -2.551 -0.738 -0.041
N -6.530 -2.706 -4.101
C -5.485 -2.343 -3.799
C -4.175 -1.891 -3.419
C -3.174 -2.805 -3.108
C -1.939 -2.320 -2.736
N -1.683 -1.001 -2.640
C -2.649 -0.120 -2.964
C -3.905 -0.526 -3.358
H -3.349 -3.869 -3.160
H -1.127 -2.991 -2.484
H -2.401 0.933 -2.896
H -4.661 0.203 -3.612
C 1.003 4.113 -2.423
C 0.454 3.776 -1.192
C 0.246 2.445 -0.899
N 0.579 1.467 -1.762
C 1.136 1.796 -2.945
C 1.345 3.107 -3.317
H 1.163 5.150 -2.683
H 0.181 4.534 -0.472
H -0.190 2.124 0.042
H 1.416 0.974 -3.595
H 1.781 3.330 -4.280
```



Formula: C42H47BrCl2F14PPtS2Si
Source: the Open Molecules 2025 dataset
Level of theory: the ωB97M-V functional and the def2-TZVPD basis

Summary:
<S²>: 6.036
Multiplicity: 5
Kohn-Sham gap (spin up / spin down): 0.2740 / 0.1842 hartree
Total charge: +3
LUMO (spin up / spin down): -0.31822 / -0.40801 Ha
Energy above the lowest of the compared OMol25 structures with the same formula, charge and spin: 47.5 kcal per mole

XYZ file:
```
111
C42H47BrCl2F14PPtS2Si, DFT the ωB97M-V functional and the def2-TZVPD basis
Pt -0.802 0.025 0.495
Cl -0.308 -0.707 2.842
C -1.573 -2.000 2.782
Cl -2.263 -2.059 1.147
H -2.351 -1.717 3.483
H -1.086 -2.943 3.010
C 1.227 3.054 -2.260
S 1.249 2.339 -0.613
C 2.068 3.597 0.373
H 2.217 3.443 -2.491
H 0.484 3.851 -2.289
H 0.958 2.267 -2.961
H 1.401 4.449 0.500
H 2.981 3.905 -0.130
H 2.303 3.163 1.343
F -7.654 -2.122 2.225
C -7.713 -1.384 1.114
F -8.733 -0.530 1.229
F -7.956 -2.194 0.082
C -6.418 -0.620 0.907
C -5.654 -0.256 2.011
C -4.474 0.436 1.823
C -4.067 0.778 0.528
C -4.847 0.424 -0.574
C -6.028 -0.277 -0.378
P -2.495 1.585 0.314
C -2.366 2.855 1.562
C -3.515 3.606 1.839
C -3.467 4.612 2.790
C -2.282 4.860 3.469
C -1.140 4.115 3.206
C -1.184 3.115 2.250
C -2.250 5.923 4.553
F -3.104 6.908 4.280
F -1.025 6.443 4.671
F -2.588 5.383 5.728
C -2.334 2.228 -1.350
C -1.978 1.351 -2.375
C -1.894 1.804 -3.682
C -2.158 3.140 -3.953
C -2.509 4.021 -2.937
C -2.599 3.570 -1.629
C -2.068 3.665 -5.375
F -1.438 2.796 -6.170
F -3.285 3.885 -5.867
F -1.390 4.818 -5.395
H -5.987 -0.517 3.006
H -3.886 0.736 2.684
H -4.554 0.704 -1.577
H -6.643 -0.556 -1.223
H -4.447 3.407 1.325
H -4.349 5.201 3.005
H -0.229 4.319 3.750
H -0.290 2.532 2.055
H -1.779 0.300 -2.171
H -1.628 1.131 -4.485
H -2.711 5.059 -3.169
H -2.868 4.261 -0.841
F 8.777 1.165 -0.725
C 7.505 0.980 -0.563
C 7.059 -0.089 0.226
F 7.937 -0.888 0.783
C 5.711 -0.269 0.397
F 5.262 -1.256 1.141
C 4.761 0.606 -0.212
S 3.120 0.328 0.007
C 5.262 1.678 -1.004
F 4.393 2.503 -1.573
C 6.603 1.867 -1.187
F 7.076 2.846 -1.918
C 3.659 -6.086 -1.283
C 2.911 -4.739 -1.346
C 3.923 -3.603 -1.113
C 2.384 -4.547 -2.777
Si 1.492 -4.764 -0.067
Br 0.917 -2.431 0.120
C 2.012 -5.199 1.709
C 3.408 -4.649 2.045
C 1.068 -4.628 2.783
C 2.041 -6.736 1.842
C -0.124 -5.574 -0.660
C -1.154 -5.697 0.474
C -0.815 -4.782 -1.786
C 0.193 -6.988 -1.192
H 4.411 -6.099 -2.075
H 3.004 -6.942 -1.449
H 4.181 -6.239 -0.339
H 4.711 -3.694 -1.865
H 4.397 -3.640 -0.135
H 3.454 -2.624 -1.239
H 3.238 -4.492 -3.456
H 1.820 -3.617 -2.885
H 1.763 -5.372 -3.120
H 3.452 -3.563 1.925
H 4.197 -5.103 1.448
H 3.635 -4.871 3.090
H 1.153 -3.538 2.826
H 1.369 -5.014 3.760
H 0.027 -4.913 2.631
H 2.684 -7.211 1.101
H 1.050 -7.182 1.769
H 2.440 -6.997 2.825
H -1.398 -4.721 0.900
H -0.837 -6.360 1.277
H -2.077 -6.112 0.063
H -1.163 -3.809 -1.431
H -1.692 -5.344 -2.115
H -0.189 -4.623 -2.659
H 0.688 -7.620 -0.454
H 0.808 -6.966 -2.090
H -0.746 -7.477 -1.459
```



Formula: C23H25N3O5
Source: the Open Molecules 2025 dataset
Level of theory: the ωB97M-V functional and the def2-TZVPD basis

Summary:
SMILES string: CCOc1cc(-c2nc(C)c(C(C)=O)n2O)ccc1OCC(=O)Nc1cccc(C)c1
Kohn-Sham gap: 0.2928 hartree
LUMO: 0.00507 Ha
Energy above the lowest of the compared OMol25 structures with the same formula, charge and spin: 62.4 kcal per mole

XYZ file:
```
56
C23H25N3O5, DFT the ωB97M-V functional and the def2-TZVPD basis
C 2.324 3.848 3.006
C 1.499 2.619 2.660
O 2.400 1.609 2.244
C 1.912 0.500 1.634
C 0.570 0.172 1.565
C 0.139 -0.992 0.924
C -1.282 -1.146 0.723
N -2.191 -0.291 1.204
C -3.389 -0.672 0.759
C -4.606 0.093 1.127
C -3.251 -1.814 -0.045
C -4.142 -2.639 -0.807
C -5.607 -2.304 -0.784
O -3.717 -3.593 -1.466
N -1.893 -2.074 -0.029
O -1.315 -3.111 -0.702
C 1.081 -1.900 0.449
C 2.420 -1.565 0.487
C 2.846 -0.346 0.997
O 4.160 0.000 0.773
C 4.408 1.349 0.401
C 3.270 1.926 -0.453
O 2.851 3.049 -0.302
N 2.784 1.022 -1.353
C 1.448 0.857 -1.751
C 1.122 -0.291 -2.468
C -0.198 -0.557 -2.774
C -1.198 0.303 -2.356
C -0.884 1.456 -1.648
C -1.965 2.359 -1.139
C 0.445 1.735 -1.366
H 2.845 4.192 2.116
H 3.054 3.604 3.774
H 1.674 4.639 3.369
H 0.927 2.272 3.532
H 0.803 2.854 1.846
H -0.185 0.819 1.976
H -5.328 -0.542 1.639
H -5.086 0.512 0.244
H -4.315 0.903 1.790
H -5.986 -2.356 0.234
H -5.767 -1.296 -1.157
H -6.143 -3.014 -1.409
H -2.089 -3.551 -1.172
H 0.774 -2.831 0.003
H 3.162 -2.223 0.063
H 4.531 1.990 1.280
H 5.345 1.329 -0.165
H 3.343 0.188 -1.480
H 1.899 -0.980 -2.766
H -0.448 -1.451 -3.326
H -2.232 0.078 -2.581
H -1.603 3.378 -1.032
H -2.291 2.006 -0.160
H -2.824 2.354 -1.806
H 0.703 2.630 -0.823
```



Formula: C2H3BrO2
Source: the Open Molecules 2025 dataset
Level of theory: the ωB97M-V functional and the def2-TZVPD basis

Summary:
SMILES string: O=COCBr
Kohn-Sham gap: 0.4227 hartree
LUMO: 0.02628 Ha
Energy above the lowest of the compared OMol25 structures with the same formula, charge and spin: 34.2 kcal per mole

XYZ file:
```
8
C2H3BrO2, DFT the ωB97M-V functional and the def2-TZVPD basis
O 1.490 1.661 -0.415
C 1.119 0.865 0.381
O 0.200 -0.126 0.499
C -0.789 -0.763 -0.356
Br -2.507 -0.071 0.012
H 1.550 0.864 1.381
H -0.413 -0.681 -1.315
H -0.651 -1.750 -0.186
```